{"formula": "C72H143Br3Cl12NO14P2", "method": "ωB97M-V/def2-TZVPD", "species": ["C", "C", "C", "C", "P", "C", "C", "C", "C", "C", "C", "C", "C", "C", "C", "C", "C", "H", "H", "H", "H", "H", "H", "H", "H", "H", "H", "H", "H", "H", "H", "H", "H", "H", "H", "H", "H", "H", "H", "H", "H", "H", "H", "H", "H", "H", "H", "H", "H", "H", "H", "H", "H", "C", "C", "C", "C", "P", "C", "C", "C", "C", "C", "C", "C", "C", "C", "C", "C", "C", "H", "H", "H", "H", "H", "H", "H", "H", "H", "H", "H", "H", "H", "H", "H", "H", "H", "H", "H", "H", "H", "H", "H", "H", "H", "H", "H", "H", "H", "H", "H", "H", "H", "H", "H", "H", "C", "C", "C", "C", "N", "C", "C", "C", "C", "C", "H", "H", "H", "H", "H", "H", "H", "H", "H", "H", "H", "H", "H", "H", "H", "H", "H", "H", "H", "H", "O", "C", "C", "O", "H", "H", "H", "H", "O", "C", "C", "O", "H", "H", "H", "H", "O", "C", "O", "C", "C", "C", "H", "H", "H", "H", "H", "H", "O", "C", "O", "C", "C", "C", "H", "H", "H", "H", "H", "H", "O", "C", "O", "C", "C", "C", "H", "H", "H", "H", "H", "H", "O", "C", "O", "C", "C", "C", "H", "H", "H", "H", "H", "H", "O", "C", "O", "C", "C", "C", "H", "H", "H", "H", "H", "H", "C", "Cl", "Cl", "H", "H", "C", "Cl", "Cl", "H", "H", "C", "Cl", "Cl", "H", "H", "C", "Cl", "Cl", "H", "H", "C", "Cl", "Cl", "H", "H", "C", "Cl", "Cl", "H", "H", "C", "Br", "Br", "Br", "H"], "xyz": [[-4.86939, -1.24635, -6.72218], [-4.39512, -2.03592, -5.50704], [-3.68082, -1.35047, -4.34027], [-4.45685, -1.17714, -3.03422], [-3.64666, -0.48846, -1.60723], [-2.31362, 0.65852, -2.36631], [-1.67839, 1.57926, -1.35635], [-0.73012, 2.70241, -1.82334], [0.29972, 2.28265, -2.94639], [-4.83942, 0.50843, -0.58020], [-5.58251, 1.61851, -1.29625], [-6.83752, 1.98167, -0.53610], [-7.78165, 2.99236, -1.25236], [-2.87813, -1.77799, -0.59893], [-1.63228, -2.44990, -1.07938], [-1.39977, -3.75383, -0.30764], [-0.19193, -4.54792, -0.93275], [-4.00370, -0.86211, -7.26167], [-5.61478, -0.45785, -6.61832], [-5.34384, -1.77676, -7.54781], [-3.93399, -3.00397, -5.70286], [-5.26967, -2.54241, -5.09871], [-3.33575, -0.41025, -4.77039], [-2.72311, -1.82544, -4.12748], [-4.77601, -2.18045, -2.75214], [-5.35509, -0.58318, -3.20292], [-2.90804, 1.20338, -3.09972], [-1.56733, 0.03157, -2.85426], [-1.18513, 0.94238, -0.62205], [-2.46914, 2.02674, -0.75421], [-0.16849, 3.07250, -0.96558], [-1.45564, 3.42538, -2.19619], [1.16486, 1.84648, -2.44701], [0.67910, 3.10076, -3.55864], [0.08437, 1.45804, -3.62594], [-4.18654, 0.81593, 0.23667], [-5.50537, -0.27477, -0.21799], [-5.66883, 1.34410, -2.34761], [-5.03441, 2.54500, -1.46738], [-6.65494, 2.38413, 0.46029], [-7.50400, 1.17614, -0.22786], [-8.76707, 3.03207, -0.78817], [-7.87693, 2.64954, -2.28265], [-7.40808, 4.01621, -1.26926], [-3.70617, -2.48340, -0.66861], [-2.58936, -1.22235, 0.29323], [-0.70067, -1.88509, -1.11412], [-1.76100, -2.63164, -2.14638], [-2.31796, -4.34108, -0.31982], [-1.12547, -3.56539, 0.73031], [0.06249, -5.46618, -0.40342], [0.60871, -3.89196, -1.27450], [-0.47941, -5.00266, -1.88073], [11.22013, 4.85480, 6.51006], [12.61714, 4.79345, 5.87210], [12.65214, 5.30547, 4.45679], [11.69171, 4.52193, 3.46958], [11.13019, 5.43997, 2.02240], [9.93317, 4.61739, 1.00210], [10.28094, 3.08766, 0.74147], [9.00535, 2.25156, 0.86029], [9.25821, 0.74928, 0.64855], [10.43121, 7.06656, 2.48567], [9.76288, 8.00168, 1.42402], [9.37224, 9.29488, 2.04512], [7.94160, 9.30102, 2.43732], [12.46159, 5.86701, 0.82850], [13.94821, 5.27463, 1.12330], [14.75593, 5.36845, -0.08620], [15.12310, 6.74883, -0.49396], [10.79266, 5.83640, 6.30552], [11.13381, 4.80047, 7.59527], [10.48726, 4.08801, 6.25897], [12.84246, 3.72749, 5.90454], [13.37596, 5.30831, 6.46135], [13.68264, 5.36991, 4.10750], [12.26744, 6.31895, 4.34297], [10.78578, 4.16718, 3.96106], [12.15746, 3.58978, 3.14975], [9.83186, 5.20455, 0.08937], [8.92525, 4.71539, 1.40534], [10.94911, 2.82415, 1.56137], [10.92322, 2.87056, -0.11201], [8.39442, 2.59908, 0.02716], [8.46075, 2.49018, 1.77383], [9.42532, 0.41338, 1.67196], [10.10085, 0.51339, -0.00138], [8.30836, 0.33868, 0.30608], [11.14700, 7.54705, 3.15266], [9.59996, 6.78924, 3.13391], [9.05703, 7.37327, 0.88091], [10.44348, 8.10784, 0.57927], [9.55590, 9.94324, 1.18838], [10.09796, 9.76152, 2.71121], [7.20377, 8.95947, 1.71134], [7.64099, 10.26937, 2.83733], [7.65847, 8.62091, 3.24068], [12.41329, 6.95020, 0.94003], [12.23513, 5.59939, -0.20358], [13.79541, 4.20687, 1.28030], [14.50828, 5.80731, 1.89185], [14.31474, 4.91886, -0.97576], [15.70781, 4.86077, 0.06965], [14.26023, 7.32956, -0.81998], [15.76536, 6.86756, -1.36660], [15.67599, 7.30383, 0.26394], [-7.91167, -0.58144, 8.49020], [-6.53951, -0.54280, 7.76612], [-5.55090, -1.47276, 8.54826], [-4.45688, -2.19208, 7.84997], [-3.45475, -2.97401, 8.77366], [-2.47250, -3.75348, 7.84165], [-2.14551, -5.09927, 8.45882], [-2.80714, -5.15840, 9.79862], [-4.00701, -4.14784, 9.59221], [-2.69126, -1.90012, 9.64063], [-7.76159, -0.22957, 9.51087], [-8.38037, -1.55531, 8.63158], [-8.61378, 0.03114, 7.92461], [-6.10722, 0.45217, 7.65988], [-6.64953, -0.95871, 6.76462], [-6.08172, -2.34195, 8.93662], [-5.17694, -0.82545, 9.34152], [-3.87951, -1.53643, 7.19815], [-4.92326, -2.89248, 7.15713], [-1.57172, -3.18207, 7.61765], [-2.93269, -3.84842, 6.85813], [-1.07940, -5.30505, 8.55453], [-2.59087, -5.89259, 7.85850], [-1.98480, -4.86489, 10.45110], [-3.16830, -6.16236, 10.02157], [-4.48165, -3.86812, 10.53272], [-4.77018, -4.62951, 8.98090], [-1.74914, -2.34027, 9.96741], [-3.26622, -1.72339, 10.54963], [-2.56784, -0.96911, 9.08737], [-6.98353, -8.48810, 4.70859], [-6.71790, -7.62074, 3.58920], [-7.72024, -6.40815, 3.31750], [-7.75312, -5.60133, 2.16867], [-6.62597, -8.26178, 2.71243], [-5.70113, -7.23125, 3.63971], [-7.53112, -5.74257, 4.15972], [-8.75548, -6.72817, 3.43572], [0.84357, 3.11025, 5.67795], [2.25570, 2.88725, 5.66005], [3.42380, 4.12205, 5.65709], [4.79411, 3.89074, 5.51135], [2.42762, 2.09995, 4.92608], [2.37876, 2.25215, 6.53731], [3.35646, 4.73569, 6.55542], [3.17888, 4.87471, 4.90770], [-0.12652, 15.32234, -3.09390], [-0.26200, 14.14066, -2.89515], [-1.31980, 13.45675, -3.38507], [-1.19971, 12.06371, -3.30764], [0.14020, 11.86721, -2.62393], [0.47125, 13.24214, -1.98254], [-1.39679, 11.42092, -4.16559], [-1.97179, 11.89359, -2.55728], [0.91237, 11.45916, -3.27613], [0.12002, 11.04109, -1.91314], [1.51848, 13.53654, -1.91359], [-0.01753, 13.44178, -1.02894], [8.86681, -11.62526, -4.44487], [8.76629, -10.43852, -4.65886], [8.90694, -9.92698, -5.90120], [9.47278, -8.58093, -5.88170], [9.53503, -8.13412, -4.39261], [8.81542, -9.29498, -3.63964], [8.70240, -7.88959, -6.22326], [10.41406, -8.31665, -6.36361], [9.17138, -7.12347, -4.20700], [10.59823, -8.06688, -4.16204], [7.78396, -9.02298, -3.41554], [9.33801, -9.62148, -2.74053], [-9.24938, 7.40569, 10.21549], [-8.52988, 7.84186, 9.36605], [-7.25970, 8.25891, 9.60858], [-6.65447, 8.80743, 8.42732], [-7.70183, 8.64155, 7.29936], [-8.85967, 7.88212, 7.87782], [-5.99930, 7.98944, 8.12774], [-6.27437, 9.82787, 8.47534], [-7.36486, 8.00531, 6.48099], [-7.96712, 9.57662, 6.80606], [-8.97739, 6.84284, 7.57096], [-9.76555, 8.35780, 7.50202], [-11.60832, -9.34140, -15.84957], [-11.13058, -8.82051, -14.89155], [-11.17624, -7.53612, -14.82798], [-10.90428, -7.00149, -13.47576], [-10.00293, -8.07734, -12.98810], [-10.55824, -9.30792, -13.59642], [-11.72883, -6.78149, -12.79766], [-10.36572, -6.05388, -13.46710], [-9.81604, -8.02631, -11.91546], [-9.12124, -7.83344, -13.58074], [-11.38937, -9.86234, -13.16060], [-9.76516, -10.04180, -13.73978], [0.18911, -16.84420, -2.65282], [0.59630, -15.84029, -3.23127], [1.41007, -15.91083, -4.32103], [1.66150, -14.55840, -4.72314], [0.65526, -13.62247, -4.18724], [0.36314, -14.39363, -2.94468], [1.76566, -14.58608, -5.80780], [2.71139, -14.41703, -4.46651], [-0.27846, -13.48061, -4.73144], [1.00370, -12.60596, -4.00447], [-0.65158, -14.19196, -2.60151], [0.94046, -14.06091, -2.08206], [-1.13513, 8.96226, 3.96324], [-2.49187, 9.07947, 2.71705], [-1.00515, 10.51802, 4.85799], [-1.39825, 8.20143, 4.69810], [-0.29691, 8.68269, 3.32503], [-8.14459, 6.85969, -8.64959], [-8.02112, 5.14850, -8.46040], [-6.84581, 7.72014, -7.80522], [-8.22143, 7.07621, -9.71510], [-9.11991, 7.12345, -8.24058], [-1.43669, -13.28321, 5.84280], [-0.13672, -13.02672, 4.60228], [-0.97197, -12.76072, 7.40161], [-2.26143, -12.62397, 5.57207], [-1.76266, -14.31724, 5.95518], [-12.78239, -2.35166, -3.32129], [-13.83815, -3.23645, -4.45922], [-12.76402, -0.60904, -3.57082], [-13.04914, -2.54662, -2.28258], [-11.75072, -2.70174, -3.35596], [-8.05415, -8.97834, -2.97575], [-9.05994, -9.33470, -4.44240], [-6.66596, -10.03216, -2.99880], [-7.73920, -7.93600, -3.02514], [-8.65965, -9.23378, -2.10615], [-1.99314, 4.56580, -11.14649], [-1.36878, 5.96585, -11.89293], [-1.87519, 4.60119, -9.36267], [-3.02314, 4.45154, -11.48435], [-1.53513, 3.63725, -11.48726], [3.45758, -3.43123, -8.80700], [4.06535, -2.13154, -7.44169], [1.67600, -2.95490, -9.53173], [3.44391, -5.37213, -8.27372], [4.13313, -3.33854, -9.65737]], "forces_ev_per_a": [[0.8, 0.3, -1.2], [-2.0, -1.8, 1.0], [1.2, 1.0, -0.9], [-0.8, -0.7, -0.7], [2.1, 2.1, -0.9], [-1.3, -0.5, 0.5], [0.4, -0.4, 1.4], [-0.4, -1.1, -1.7], [0.4, -0.3, 1.0], [1.6, -1.1, -0.6], [0.2, 0.3, -0.2], [-2.0, 1.0, 0.4], [0.7, -0.4, -0.2], [-0.1, 1.6, -0.5], [0.6, -0.9, -1.3], [1.4, -0.5, -0.7], [-1.6, -0.2, -0.9], [0.1, 0.6, 0.2], [0.4, 0.3, 0.9], [0.0, -1.1, 0.5], [0.9, 0.4, -0.9], [-0.7, 0.4, 0.4], [-0.2, 0.5, 0.4], [-0.1, -0.5, 0.0], [-0.4, -0.1, 0.2], [-0.2, -0.1, 0.0], [0.2, 0.1, -0.4], [-0.2, -0.1, -0.2], [0.4, -0.1, 0.1], [-0.1, 0.4, 0.0], [-0.3, 0.2, -0.1], [0.6, 0.6, -0.1], [0.3, 0.3, 0.3], [-0.2, 0.2, 0.2], [-1.0, 0.2, -0.1], [-0.3, 0.2, 0.3], [-0.3, 0.1, 0.3], [-1.1, -0.4, -0.1], [0.7, 0.0, 0.7], [0.9, 0.3, 0.0], [0.4, -0.8, -0.6], [0.1, -0.2, 0.0], [-0.3, 0.2, -0.1], [0.2, 0.0, 0.0], [0.0, -0.4, 1.4], [-1.0, -0.6, 0.8], [-0.2, 0.6, 0.7], [-0.1, -0.7, -0.2], [0.1, -0.2, 0.1], [-0.3, 0.3, 0.1], [0.5, 0.6, 0.6], [0.4, -0.1, 0.9], [-0.6, 0.2, -0.3], [-0.6, 1.0, 0.5], [-1.0, -1.0, 0.8], [-1.1, 0.2, -1.4], [0.8, -0.4, 0.5], [0.4, 1.3, -1.3], [-0.5, -1.3, -0.6], [0.0, 0.9, 1.7], [0.6, 0.3, -2.0], [-0.8, 0.9, 1.4], [-0.8, -0.8, 0.5], [2.8, -2.8, -0.2], [0.0, 0.8, -2.2], [-1.6, 0.3, 1.6], [1.8, -0.3, 1.5], [-2.7, 0.3, -0.1], [1.9, -0.1, -2.1], [0.2, 1.9, -0.7], [-0.3, 0.0, -0.2], [0.9, 0.0, 0.2], [0.3, 0.0, -0.8], [0.7, -0.1, -0.3], [-0.1, 0.1, 0.1], [-0.1, -0.4, -0.3], [0.2, 0.3, 0.9], [-0.2, 0.3, 0.3], [0.2, 0.0, -0.3], [0.4, 0.0, -0.2], [0.0, -0.3, 0.5], [0.0, -0.4, 0.3], [-0.6, 0.3, -0.5], [-0.4, 0.1, 0.0], [0.1, -0.2, 0.1], [0.3, -0.8, -0.2], [-0.2, 0.0, 0.0], [0.3, -0.4, -0.1], [0.1, 0.3, -0.3], [-0.1, -0.1, 0.5], [-1.1, 0.5, 0.6], [0.7, 0.6, 0.2], [-0.7, 0.7, -0.1], [-0.1, -0.8, 0.7], [0.4, 0.5, -0.7], [-0.1, 0.1, -0.3], [0.7, -0.2, 0.4], [0.5, 0.1, -0.5], [-0.4, -0.1, 0.2], [0.2, 0.0, 0.8], [-0.5, -0.3, 0.5], [-0.3, -0.5, 0.2], [0.0, -0.4, 0.1], [-0.3, 0.2, 0.4], [0.2, -0.8, -0.1], [-0.3, 0.1, 0.4], [0.7, 0.6, -0.2], [0.1, -2.1, 0.0], [-0.6, 0.3, 1.0], [0.7, -0.2, -1.1], [0.8, 0.7, -0.5], [0.4, 0.8, -0.7], [-0.2, -1.0, -1.0], [-0.6, 1.2, -0.3], [0.6, -0.4, 0.7], [-0.7, -1.5, 0.0], [-0.3, 0.5, 0.0], [0.4, -0.3, -0.5], [-0.1, 0.2, 0.4], [-0.2, 0.0, 0.2], [-0.1, 0.1, -0.2], [-0.7, 0.5, 0.7], [0.1, -0.4, 0.4], [0.6, 0.0, 0.3], [0.2, -0.5, 0.2], [-0.1, 0.5, 0.5], [-0.4, -0.1, 0.3], [0.0, 0.2, -0.3], [0.2, 0.1, -0.4], [-0.9, 0.3, 1.0], [0.0, 0.2, 0.2], [0.1, 0.5, -0.2], [0.1, 0.0, -0.2], [0.0, 0.1, -0.4], [-0.2, 0.0, -0.2], [0.1, -0.4, -0.2], [0.2, 1.9, -1.4], [-0.5, -1.9, 1.3], [-0.5, 1.2, -0.8], [1.1, -0.9, 0.1], [-0.6, -0.1, -0.9], [0.6, 0.9, 0.3], [0.2, 0.3, 0.9], [-0.2, -1.0, 0.5], [1.4, 1.0, -0.5], [-1.4, 0.0, 0.7], [0.7, -0.2, -0.2], [-0.6, -1.1, -0.2], [0.9, 0.3, -1.3], [1.1, 0.2, 1.1], [-1.0, -0.2, 1.0], [-1.0, 0.0, -0.9], [0.0, -0.9, 0.1], [-0.7, 1.6, -0.3], [-0.3, 1.6, -2.5], [-0.3, -0.4, 2.8], [1.1, -1.2, 0.9], [0.4, -0.7, -0.7], [0.2, 0.8, -0.5], [-0.2, -1.1, -0.1], [0.2, 0.8, -0.5], [-0.4, 0.2, 0.4], [-0.1, -0.3, 0.0], [0.1, -0.5, 0.3], [-1.0, 1.3, -0.2], [2.2, -0.6, 0.8], [1.1, 0.8, -1.0], [-2.4, 1.6, 1.6], [1.0, -1.2, 0.2], [0.1, 0.5, -0.5], [0.0, -0.4, -1.1], [-0.1, -1.3, -0.4], [-0.5, -0.3, -0.2], [0.0, -0.3, 0.6], [0.0, 0.0, 0.2], [-0.3, 0.0, -0.1], [0.3, 0.1, 0.3], [-1.1, -0.1, 0.0], [-0.7, 0.9, 0.2], [-0.8, -2.3, -1.7], [0.2, -0.1, -1.4], [-0.1, 0.6, 0.2], [1.4, 1.0, 0.4], [0.2, -0.4, 0.6], [0.8, 0.3, 0.0], [-0.3, 0.1, 0.4], [0.5, -0.1, -0.1], [-0.4, 0.0, 1.1], [0.2, -1.6, -0.6], [-0.3, -1.1, 0.1], [-0.8, 5.4, 1.2], [0.4, 0.1, -0.2], [0.6, 0.8, 0.6], [0.3, -2.3, -0.4], [-0.9, -0.6, -0.7], [0.0, 0.0, -1.0], [0.1, -0.3, -0.1], [0.7, -0.4, 0.6], [0.0, 0.3, 0.8], [-0.2, -0.2, -0.2], [0.9, 2.3, -1.2], [-0.5, -2.6, 0.8], [-1.2, 0.3, 0.7], [2.6, -0.8, -3.1], [-0.4, 0.5, 0.6], [-1.8, 0.9, 2.2], [-0.6, 0.0, -0.2], [-0.1, 0.8, 0.8], [0.2, -0.5, -0.6], [0.4, -0.2, 0.1], [-0.1, -0.5, 0.0], [0.5, -0.3, -0.1], [-1.1, 0.3, -0.5], [0.5, -0.1, 0.8], [0.3, -0.8, -0.6], [0.1, 0.1, -0.3], [0.2, 0.4, 0.7], [-1.0, 0.6, -0.1], [0.2, -1.2, 0.1], [-0.3, 0.0, -0.4], [0.7, 0.2, 0.2], [0.4, 0.3, 0.3], [-0.6, 0.3, -1.1], [-0.6, -0.5, 0.6], [0.7, 0.4, 1.5], [0.1, -0.4, -0.4], [0.3, 0.1, -0.7], [0.5, -0.5, 0.7], [0.5, 0.4, 0.5], [-0.1, 0.1, -0.1], [-0.7, 0.1, -0.3], [-0.2, -0.1, -0.7], [-0.6, -0.2, -0.5], [0.1, 0.3, 0.4], [0.6, -0.1, 0.1], [-0.2, -0.3, 0.1], [0.1, 0.3, -0.2], [-1.0, -1.6, 0.3], [0.7, 1.0, -0.5], [-0.2, 0.0, -0.4], [-0.1, 0.3, 0.6], [0.6, 0.4, 0.1], [-0.5, -0.2, -0.1], [-0.3, -0.8, -0.5], [0.6, -0.1, 0.4], [0.2, 1.2, -0.1], [0.0, -0.1, 0.3]], "lumo_ha": 0.00181, "max_force_ev_per_a": 5.56, "e_homo_ev": -0.846, "gap_ev": 0.89, "total_charge": -1}